Computed, not measured: a structure of composition C5H12Cl7HgO2 in a non-equilibrium geometry, with ωB97M-V/def2-TZVPD.

Each line ends with the Mulliken charge.
CARTESIAN COORDINATES (ANGSTROEM)
Hg: 16.91544 -15.12901 -18.90309  1.243
C: 18.95250 -13.33290 -17.27056  -0.170
O: 17.67510 -13.86646 -17.18668  -0.717
H: 18.97497 -12.26212 -17.54047  0.234
H: 19.54744 -13.42935 -16.35223  0.286
H: 19.60419 -13.74843 -18.06154  -0.319
C: 13.64218 -15.21859 -18.34062  -0.578
O: 14.89523 -14.82754 -17.89750  -0.714
H: 12.95435 -15.68592 -17.62091  0.237
H: 13.08956 -14.32370 -18.68947  0.144
H: 13.66956 -15.86055 -19.23785  0.118
Cl: 17.62038 -17.53966 -17.95599  -0.712
C: 16.51783 -17.90435 -21.78323  -0.390
Cl: 16.02110 -16.28668 -21.17271  -0.091
Cl: 18.16340 -18.40643 -21.37646  -0.098
H: 15.79566 -18.60826 -21.38298  0.263
H: 16.37454 -17.88441 -22.85876  0.323
C: 21.07481 -14.71918 -20.59293  -0.438
Cl: 21.53810 -13.24696 -21.42713  -0.179
Cl: 19.33679 -14.96458 -20.46968  -0.030
H: 21.45044 -15.54958 -21.17993  0.316
H: 21.41464 -14.70424 -19.56317  0.283
C: 15.11845 -11.73129 -21.08306  -0.398
Cl: 13.84090 -11.37019 -19.91753  -0.148
Cl: 16.29925 -12.86023 -20.32893  -0.006
H: 14.65069 -12.21274 -21.93352  0.258
H: 15.66059 -10.83331 -21.35346  0.283

Summary:
Electronic energy in Eh: -3722.88654
Energy above the lowest of the compared OMol25 structures with the same formula, charge and spin in kcal per mole: 33.50
Total charge: -1
E_HOMO in eV: -4.2